Model a:
C6H10O2 | ωB97M-V/def2-TZVPD

```
18
Properties=species:S:1:pos:R:3
C -2.206 0.494 -0.211
C -0.837 -0.103 -0.138
C -0.715 -1.480 0.451
C 0.233 0.550 -0.609
O 0.158 1.830 -1.092
C 1.661 -0.074 -0.532
C 2.079 0.175 0.885
O 1.454 0.907 1.603
H -2.817 -0.040 -0.942
H -2.694 0.417 0.758
H -2.155 1.540 -0.500
H 0.014 -1.497 1.259
H -0.416 -2.210 -0.302
H -1.670 -1.798 0.863
H 0.915 2.339 -0.768
H 2.362 0.412 -1.214
H 1.625 -1.144 -0.745
H 3.008 -0.318 1.232
```

Output
Net charge ... 0
HOMO level ... -8.236 eV
HOMO-LUMO gap ... 9.06 eV
SMILES ... CC(C)=C(O)CC=O
LUMO level ... 0.8 eV


Model b:
C6H10O2 | ωB97M-V/def2-TZVPD

```
18
Properties=species:S:1:pos:R:3
C -1.510 0.944 1.682
C 0.949 -0.582 -2.199
C 0.405 1.227 -0.469
C 0.455 0.028 -0.938
C -0.217 -0.889 0.197
C 0.486 -1.863 0.863
O -0.246 0.613 1.108
O 0.606 2.518 -0.586
H 1.079 2.835 0.201
H -1.223 -1.152 -0.128
H -2.328 0.830 0.961
H -1.475 1.981 2.024
H -1.696 0.288 2.534
H 1.504 -1.489 -1.937
H 0.104 -0.885 -2.826
H 1.581 0.100 -2.770
H 0.067 -2.851 0.992
H 1.459 -1.653 1.292
```

Output
Net charge ... 0
HOMO level ... -6.707 eV
HOMO-LUMO gap ... 7.09 eV
LUMO level ... 0.4 eV


The most stable of them is model a.


Model a:
C6H10O2 | ωB97M-V/def2-TZVPD

```
18
Properties=species:S:1:pos:R:3
C 0.642 -0.697 -2.262
C 0.602 -0.270 -0.974
C 0.912 -1.200 0.142
C -0.104 -1.165 1.158
O -1.165 -0.340 0.804
C -0.842 0.891 1.376
C 0.042 1.695 0.324
O -0.147 0.979 -0.939
H 0.263 0.142 -3.075
H 0.948 -1.751 -2.543
H 1.077 -2.108 -0.384
H 1.997 -0.940 0.607
H -0.519 -2.227 1.529
H 0.441 -0.635 2.024
H -0.558 1.090 2.488
H -1.736 1.311 0.927
H 1.069 1.734 0.800
H 0.002 2.748 0.128
```

Output
Net charge ... 0
HOMO level ... -8.629 eV
HOMO-LUMO gap ... 9.59 eV
SMILES ... C=C1CCOCCO1
LUMO level ... 1.0 eV


Model b:
C6H10O2 | ωB97M-V/def2-TZVPD

```
18
Properties=species:S:1:pos:R:3
C 0.904 -0.362 1.317
C 1.769 0.011 0.260
O 1.695 0.554 -0.977
C 0.447 0.543 -1.828
C -0.458 0.206 -0.769
O -1.865 -0.186 -0.635
C -1.761 -0.725 0.812
C -0.627 -0.030 1.708
H 1.580 -0.700 2.144
H 2.731 0.057 0.692
H 0.536 -0.195 -2.681
H 0.653 1.550 -2.196
H 0.041 -0.702 -0.468
H -0.217 0.837 0.042
H -2.740 -0.515 1.240
H -1.528 -1.790 0.765
H -0.825 -0.460 2.659
H -0.514 1.118 1.707
```

Output
Net charge ... 0
HOMO level ... -8.395 eV
HOMO-LUMO gap ... 9.37 eV
SMILES ... C1=C\OCCOCC/1
LUMO level ... 1.0 eV


Model c:
C6H10O2 | ωB97M-V/def2-TZVPD

```
18
Properties=species:S:1:pos:R:3
C -1.607 -0.895 -1.462
C -0.752 0.247 -1.114
C -0.665 0.546 0.302
O -0.164 1.518 1.161
C 0.795 0.688 1.830
C 1.197 -0.545 0.879
C 0.540 -0.011 -0.394
O 1.381 1.064 -0.742
H -1.343 -1.643 -0.792
H -1.463 -1.290 -2.465
H -2.636 -0.650 -1.264
H -0.643 1.063 -1.908
H -1.236 -0.286 0.798
H 1.713 1.226 1.935
H 0.241 0.303 2.701
H 2.282 -0.672 0.874
H 0.759 -1.466 1.297
H 1.600 0.803 -1.636
```

Output
Net charge ... 0
HOMO level ... -8.510 eV
HOMO-LUMO gap ... 9.45 eV
SMILES ... C[C@H]1[C@@H]2OCC[C@@]12O
LUMO level ... 0.9 eV


The most stable of them is model c.


Model a:
C6H10O2 | ωB97M-V/def2-TZVPD

```
18
Properties=species:S:1:pos:R:3
C -0.135 0.956 1.388
C -1.397 0.674 0.912
C -1.548 -0.616 0.313
C -0.569 -1.508 0.483
C 0.686 -1.171 0.990
C 1.003 0.144 1.266
H 0.119 1.965 1.642
H -2.113 1.375 1.229
H -2.324 -0.783 -0.334
H -0.712 -2.630 0.099
H 1.482 -1.859 1.181
H 2.025 0.398 1.617
O 0.408 2.569 -1.605
H 1.258 2.118 -1.599
H 0.042 1.577 -1.799
O 0.817 -1.232 -1.608
H 0.649 -1.475 -2.585
H 0.310 -0.503 -1.590
```

Output
Net charge ... 0
HOMO level ... -8.991 eV
HOMO-LUMO gap ... 9.33 eV
SMILES ... c1ccccc1.O.O
LUMO level ... 0.3 eV


Model b:
C6H10O2 | ωB97M-V/def2-TZVPD

```
18
Properties=species:S:1:pos:R:3
C -0.167 -1.090 1.209
C 0.333 -0.783 -0.245
C 1.420 0.055 -0.222
O 1.113 1.276 0.029
C -0.266 1.794 0.444
O -1.453 1.022 -0.287
C -0.712 0.132 -1.026
C -0.918 -1.115 -1.291
H 0.786 -0.652 2.018
H -1.063 -0.342 1.252
H -0.341 -2.173 1.281
H 2.044 0.160 -1.151
H 2.112 -0.348 0.509
H -0.386 1.605 1.427
H -0.315 2.848 0.341
H -0.004 0.643 -1.632
H -0.544 -1.409 -2.177
H -1.640 -1.622 -0.480
```

Output
Net charge ... 0
HOMO level ... -8.206 eV
HOMO-LUMO gap ... 9.14 eV
SMILES ... C[C@]12COCO[C@@H]1C2
LUMO level ... 0.9 eV


The most stable of them is model a.


Model a:
C2H2BrClO | ωB97M-V/def2-TZVPD

```
7
Properties=species:S:1:pos:R:3
Cl 0.895 -1.442 1.767
C 0.636 -0.785 0.315
C -0.016 0.551 0.169
O -0.195 1.037 -1.018
Br -2.140 0.821 -1.787
H 1.021 -1.413 -0.451
H -0.201 1.231 1.005
```

Output
Net charge ... 0
HOMO level (spin up / spin down) ... -9.201 / -9.408 eV
HOMO-LUMO gap (spin up / spin down) ... 7.16 / 7.68 eV
SMILES ... Cl/C=C/OBr
LUMO level (spin up / spin down) ... -2.0 / -1.7 eV


Model b:
C2H2BrClO | ωB97M-V/def2-TZVPD

```
7
Properties=species:S:1:pos:R:3
C 0.052 0.878 1.137
C -0.041 -0.734 -0.684
O -0.782 1.404 1.805
Cl 1.540 -0.909 -1.235
Br -1.524 0.091 -1.785
H 1.149 1.003 0.998
H -0.395 -1.733 -0.235
```

Output
Net charge ... 0
HOMO level (spin up / spin down) ... -8.465 / -8.439 eV
HOMO-LUMO gap (spin up / spin down) ... 8.25 / 8.13 eV
LUMO level (spin up / spin down) ... -0.2 / -0.3 eV


The most stable of them is model a.


Model a:
C5H4N2S | ωB97M-V/def2-TZVPD

```
12
Properties=species:S:1:pos:R:3
C 1.938 0.130 -1.193
C 1.350 -0.106 0.053
C 0.027 0.722 0.011
C -1.026 -0.440 0.092
C -2.099 -0.456 1.015
H 2.053 0.266 0.887
H -0.268 1.267 -0.953
H -0.197 1.376 0.955
H -1.338 -0.781 -0.894
N 2.087 0.208 -2.361
N -2.895 -0.582 1.848
S 0.368 -1.602 0.540
```

Output
Net charge ... 0
HOMO level ... -10.164 eV
HOMO-LUMO gap ... 10.14 eV
LUMO level ... 0.0 eV


Model b:
C5H4N2S | ωB97M-V/def2-TZVPD

```
12
Properties=species:S:1:pos:R:3
N -3.763 -0.241 -0.326
C -2.657 -0.068 0.012
C -1.258 0.042 0.008
C -0.400 -1.408 0.002
S 1.285 -1.376 0.126
C 1.746 0.268 -0.355
C 0.787 1.233 0.433
N -0.473 1.083 0.353
H -0.777 -2.398 0.237
H 1.728 0.403 -1.415
H 2.793 0.369 -0.159
H 0.989 2.094 1.085
```

Output
Net charge ... 0
HOMO level (spin up / spin down) ... -8.164 / -8.162 eV
HOMO-LUMO gap (spin up / spin down) ... 7.29 / 7.29 eV
SMILES ... N#CC1=CSCC=N1
LUMO level (spin up / spin down) ... -0.9 / -0.9 eV


The most stable of them is model a.


Model a:
C5H8FN | ωB97M-V/def2-TZVPD

```
15
Properties=species:S:1:pos:R:3
F 1.422 -1.708 -0.472
C 0.825 -0.557 -0.956
C 1.130 0.551 -0.007
C 0.013 0.913 0.861
N -0.579 -0.310 1.565
C -1.110 0.220 0.280
C -0.712 -0.650 -0.853
H 1.136 -0.425 -1.979
H 1.958 0.288 0.588
H 1.497 1.418 -0.543
H -0.174 1.861 1.349
H -1.160 0.119 2.325
H -2.166 0.460 0.330
H -1.163 -0.480 -1.820
H -0.917 -1.701 -0.666
```

Output
Net charge ... 0
HOMO level ... -9.667 eV
HOMO-LUMO gap ... 10.62 eV
SMILES ... F[C@@H]1C[C@@H]2N[C@@H]2C1
LUMO level ... 1.0 eV


Model b:
C5H8FN | ωB97M-V/def2-TZVPD

```
15
Properties=species:S:1:pos:R:3
C -0.502 0.571 1.874
C -3.226 1.067 -0.093
C -0.602 -0.367 1.122
C 0.702 -2.000 -0.100
C -0.635 -1.316 0.011
N -2.870 0.655 -1.083
F -1.626 -2.301 0.333
H 0.213 2.766 4.174
H -0.192 1.402 2.361
H -3.492 1.385 0.987
H -0.322 2.502 3.546
H 0.976 -2.699 0.810
H 1.483 -1.146 -0.338
H 0.680 -2.632 -0.916
H -0.801 -0.732 -0.833
```

Output
Net charge ... 0
HOMO level ... -10.447 eV
HOMO-LUMO gap ... 11.43 eV
LUMO level ... 1.0 eV


The most stable of them is model a.


Model a:
C4H2N2S | ωB97M-V/def2-TZVPD

```
9
Properties=species:S:1:pos:R:3
C -0.441 -0.601 -0.030
C -0.270 0.793 0.093
C -1.777 -1.028 -0.106
C -2.536 0.152 -0.119
N -4.287 -1.160 0.133
N -3.814 -0.160 -0.050
S -1.727 1.744 0.012
H 0.379 -1.182 0.046
H 0.520 1.437 0.319
```

Output
Net charge ... 0
HOMO level (spin up / spin down) ... -8.440 / -8.437 eV
HOMO-LUMO gap (spin up / spin down) ... 7.24 / 7.23 eV
LUMO level (spin up / spin down) ... -1.2 / -1.2 eV


Model b:
C4H2N2S | ωB97M-V/def2-TZVPD

```
9
Properties=species:S:1:pos:R:3
S 1.878 1.068 -0.776
C 0.418 1.517 -0.173
C -0.554 0.633 0.360
C -0.362 -0.694 0.292
C 0.622 -1.545 -0.421
N -0.004 -2.640 -0.452
N -0.667 -1.936 0.634
H 0.160 2.569 -0.187
H -1.489 1.029 0.722
```

Output
Net charge ... 0
HOMO level (spin up / spin down) ... -8.683 / -8.684 eV
HOMO-LUMO gap (spin up / spin down) ... 6.94 / 6.94 eV
SMILES ... S=C/C=C1\C2=NN21
LUMO level (spin up / spin down) ... -1.7 / -1.7 eV


The most stable of them is model a.